Model P:
A single C4H6N2 molecule. Source: the Open Molecules 2025 dataset; level of theory: ωB97M-V/def2-TZVPD.

Summary:
spin multiplicity	1
E_HOMO	-7.624	eV
LUMO energy	0.5511	eV

The geometry in XYZ format:
```
12
C4H6N2 | the Open Molecules 2025 dataset | ωB97M-V/def2-TZVPD
N 2.134 -0.248 0.200
C 0.780 0.096 -0.042
C 0.178 1.294 -0.306
C -1.282 0.904 -0.172
C -1.384 -0.557 -0.046
N -0.149 -0.972 0.100
H 2.563 -0.684 -0.610
H 2.625 0.627 0.347
H -1.264 1.245 0.885
H -2.087 1.446 -0.668
H -2.231 -1.232 -0.036
H 0.116 -1.919 0.348
```

These are the natural (NBO) partial charges, in e, on atoms 1 to 4: atom 1 (N): -0.85, atom 2 (C): 0.10, atom 3 (C): -0.27, atom 4 (C): -0.58

Model Q:
A molecular structure, C4H6N2. Source: the Open Molecules 2025 dataset; level of theory: ωB97M-V/def2-TZVPD.

Summary:
spin multiplicity	1
E_HOMO (spin up / spin down)	-8.891 / -8.888	eV
LUMO energy (spin up / spin down)	-0.6008 / -0.6014	eV

The geometry in XYZ format:
```
12
C4H6N2 | the Open Molecules 2025 dataset | ωB97M-V/def2-TZVPD
C 1.677 -0.376 0.825
C 0.828 -0.059 -0.204
C -1.619 0.256 0.248
C -0.507 -0.252 -0.764
N 2.709 0.494 0.289
N 1.934 1.026 -0.540
H 1.895 -1.156 1.470
H -1.614 -0.258 1.274
H -2.617 0.178 -0.226
H -1.566 1.373 0.381
H -0.630 0.186 -1.750
H -0.489 -1.412 -1.004
```

These are the natural (NBO) partial charges, in e, on atoms 1 to 4: atom 1 (C): -0.16, atom 2 (C): 0.17, atom 3 (C): -0.60, atom 4 (C): -0.49

Model R:
2 unconnected molecules or ions with the total composition C4H6N2. Source: the Open Molecules 2025 dataset; level of theory: ωB97M-V/def2-TZVPD.

Summary:
spin multiplicity	1
SMILES string	CC1=C(C#N)N1.[H][H]
E_HOMO	-8.962	eV
LUMO energy	0.3360	eV

The geometry in XYZ format:
```
12
C4H6N2 | the Open Molecules 2025 dataset | ωB97M-V/def2-TZVPD
C -0.230 -1.552 0.549
C 0.097 -0.351 -0.231
N 1.011 0.806 -0.104
C -0.022 0.512 -1.173
C -0.592 1.106 -2.303
N -1.048 1.583 -3.257
H 0.587 -2.278 0.480
H -0.345 -1.278 1.603
H -1.150 -2.014 0.184
H -0.332 1.458 2.667
H 1.934 0.534 -0.464
H 0.089 1.475 2.050
```

These are the natural (NBO) partial charges, in e, on atoms 1 to 4: atom 1 (C): -0.68, atom 2 (C): 0.28, atom 3 (N): -0.58, atom 4 (C): -0.04

Which structure wins on stability? model P wins.

Model P:
A single C4H6N2 molecule. Source: the Open Molecules 2025 dataset; level of theory: ωB97M-V/def2-TZVPD.

Summary:
spin multiplicity	1
SMILES string	[H]/N=C(/N)CC#C
E_HOMO	-9.784	eV
LUMO energy	0.7873	eV

The geometry in XYZ format:
```
12
C4H6N2 | the Open Molecules 2025 dataset | ωB97M-V/def2-TZVPD
C 1.040 0.110 0.052
C -0.048 -0.922 0.352
C -1.224 -0.401 0.076
C -2.314 0.012 -0.117
H -0.528 1.455 0.184
H 0.709 2.191 -0.409
H 2.331 -1.150 -0.333
H 0.384 -1.388 1.277
H 0.090 -1.850 -0.330
H -3.083 0.758 -0.887
N 0.413 1.355 0.414
N 2.230 -0.168 -0.277
```

These are the natural (NBO) partial charges, in e, on atoms 1 to 4: atom 1 (C): 0.48, atom 2 (C): -0.61, atom 3 (C): -0.07, atom 4 (C): -0.22

Model Q:
A single C4H6N2 molecule. Source: the Open Molecules 2025 dataset; level of theory: ωB97M-V/def2-TZVPD.

Summary:
spin multiplicity	1
SMILES string	C1=CN2CN2C1
E_HOMO	-8.651	eV
LUMO energy	1.0849	eV

The geometry in XYZ format:
```
12
C4H6N2 | the Open Molecules 2025 dataset | ωB97M-V/def2-TZVPD
C -1.223 0.476 0.123
C -0.177 1.282 0.155
C -0.849 -0.872 0.431
C 1.488 -0.279 -0.545
N 1.104 0.679 0.440
N 0.916 -0.707 0.685
H -2.233 0.664 -0.055
H -0.207 2.295 -0.199
H -1.060 -1.131 1.394
H -1.098 -1.627 -0.438
H 0.719 -0.354 -1.373
H 2.619 -0.426 -0.621
```

These are the natural (NBO) partial charges, in e, on atoms 1 to 4: atom 1 (C): -0.30, atom 2 (C): -0.02, atom 3 (C): -0.26, atom 4 (C): -0.12

Model R:
A single C4H6N2 molecule. Source: the Open Molecules 2025 dataset; level of theory: ωB97M-V/def2-TZVPD.

Summary:
spin multiplicity	1
E_HOMO	-7.275	eV
LUMO energy	0.1740	eV

The geometry in XYZ format:
```
12
C4H6N2 | the Open Molecules 2025 dataset | ωB97M-V/def2-TZVPD
N -1.756 -0.719 0.020
C -0.340 -0.309 0.012
C 0.247 -0.343 1.236
C 1.480 0.364 0.933
C 1.488 0.808 -0.363
N 0.284 0.463 -0.971
H -2.030 -1.521 -0.555
H -2.444 0.032 -0.095
H -1.689 -0.986 1.036
H 2.273 0.566 1.646
H 2.243 1.342 -0.929
H 0.244 0.302 -1.969
```

These are the natural (NBO) partial charges, in e, on atoms 1 to 4: atom 1 (N): -0.72, atom 2 (C): 0.04, atom 3 (C): -0.41, atom 4 (C): -0.34

Model S:
A single C4H6N2 molecule. Source: the Open Molecules 2025 dataset; level of theory: ωB97M-V/def2-TZVPD.

Summary:
spin multiplicity	1
SMILES string	C1=NN2C[C@@H]2C1
E_HOMO	-9.129	eV
LUMO energy	1.0599	eV

The geometry in XYZ format:
```
12
C4H6N2 | the Open Molecules 2025 dataset | ωB97M-V/def2-TZVPD
C 0.611 1.388 -0.031
C -0.923 0.826 0.225
C -0.398 -0.588 0.548
C 0.228 -1.473 -0.470
N 1.599 0.571 -0.099
N 1.053 -0.670 0.440
H 0.631 2.425 -0.563
H -1.350 1.262 1.048
H -1.329 0.994 -0.690
H -0.875 -0.995 1.442
H 0.448 -2.627 -0.374
H 0.305 -1.113 -1.476
```

These are the natural (NBO) partial charges, in e, on atoms 1 to 4: atom 1 (C): 0.08, atom 2 (C): -0.46, atom 3 (C): -0.12, atom 4 (C): -0.27

Which structure wins on stability? model S wins.

Model P:
A molecular structure, C4H6N2. Source: the Open Molecules 2025 dataset; level of theory: ωB97M-V/def2-TZVPD.

Summary:
spin multiplicity	1
E_HOMO	-6.266	eV
LUMO energy	0.9407	eV

The geometry in XYZ format:
```
12
C4H6N2 | the Open Molecules 2025 dataset | ωB97M-V/def2-TZVPD
N -1.099 0.057 1.416
C -0.060 -0.214 0.629
C -0.119 -1.168 -0.519
C 0.244 -0.197 -1.416
C 0.730 0.934 -0.691
N 1.090 0.539 0.726
H -1.044 0.871 2.011
H -2.012 -0.290 1.154
H -0.323 -2.224 -0.547
H 0.148 -0.220 -2.501
H 0.539 1.983 -0.864
H 1.900 -0.078 0.627
```

These are the natural (NBO) partial charges, in e, on atoms 1 to 4: atom 1 (N): -0.73, atom 2 (C): 0.57, atom 3 (C): -0.58, atom 4 (C): -0.10

Model Q:
2 unconnected molecules or ions with the total composition C4H6N2. Source: the Open Molecules 2025 dataset; level of theory: ωB97M-V/def2-TZVPD.

Summary:
spin multiplicity	1
SMILES string	[H]/N=C1\C=CC=N1.[H][H]
E_HOMO	-9.997	eV
LUMO energy	-0.7607	eV

The geometry in XYZ format:
```
12
C4H6N2 | the Open Molecules 2025 dataset | ωB97M-V/def2-TZVPD
N -0.774 -1.634 -0.321
C -0.248 -0.482 -0.261
C 0.454 0.310 -1.313
C 0.874 1.432 -0.719
C 0.404 1.346 0.690
N -0.232 0.267 0.962
H -1.260 -2.036 1.865
H -0.676 -2.035 -1.254
H 0.578 -0.012 -2.341
H 1.472 2.237 -1.132
H 0.562 2.109 1.451
H -1.153 -1.502 2.372
```

These are the natural (NBO) partial charges, in e, on atoms 1 to 4: atom 1 (N): -0.52, atom 2 (C): 0.35, atom 3 (C): -0.25, atom 4 (C): -0.25

Model R:
2 unconnected molecules or ions with the total composition C4H6N2. Source: the Open Molecules 2025 dataset; level of theory: ωB97M-V/def2-TZVPD.

Summary:
spin multiplicity	1
E_HOMO	-8.970	eV
LUMO energy	0.6721	eV

The geometry in XYZ format:
```
12
C4H6N2 | the Open Molecules 2025 dataset | ωB97M-V/def2-TZVPD
N -2.061 -0.579 -2.464
C -1.450 -0.502 -1.486
C -0.642 -0.386 -0.267
C 0.900 -0.288 -0.425
C 0.810 1.071 0.315
N -0.519 0.952 0.286
H -0.962 -1.126 0.476
H 1.475 -1.100 0.029
H 1.234 -0.127 -1.450
H 1.315 0.609 1.971
H 1.122 -0.057 2.286
H -1.222 1.534 0.729
```

These are the natural (NBO) partial charges, in e, on atoms 1 to 4: atom 1 (N): -0.29, atom 2 (C): 0.26, atom 3 (C): -0.17, atom 4 (C): -0.50

Model S:
A single C4H6N2 molecule. Source: the Open Molecules 2025 dataset; level of theory: ωB97M-V/def2-TZVPD.

Summary:
spin multiplicity	1
SMILES string	[H]/N=C(/C)CC#N
E_HOMO	-9.601	eV
LUMO energy	0.7380	eV

The geometry in XYZ format:
```
12
C4H6N2 | the Open Molecules 2025 dataset | ωB97M-V/def2-TZVPD
C 0.164 -2.147 0.530
C 0.371 0.140 0.085
C -0.793 -0.005 -0.847
C 0.358 -0.861 1.234
N -0.047 -3.137 0.028
N 1.244 1.009 -0.077
H -0.917 0.995 -1.367
H -1.610 -0.339 -0.296
H -0.315 -0.610 -1.552
H 1.369 -1.114 1.757
H -0.424 -0.769 1.960
H 2.044 1.301 0.474
```

These are the natural (NBO) partial charges, in e, on atoms 1 to 4: atom 1 (C): 0.27, atom 2 (C): 0.35, atom 3 (C): -0.68, atom 4 (C): -0.58

Which structure wins on stability? model S wins.

Model P:
A single C4H6N2 molecule. Source: the Open Molecules 2025 dataset; level of theory: ωB97M-V/def2-TZVPD.

Summary:
spin multiplicity	1
SMILES string	C[C@H]1N[C@H]1C#N
E_HOMO	-9.841	eV
LUMO energy	0.8377	eV

The geometry in XYZ format:
```
12
C4H6N2 | the Open Molecules 2025 dataset | ωB97M-V/def2-TZVPD
C -1.066 0.861 -0.172
C -0.430 -0.403 0.393
N -0.038 -1.432 -0.567
C 0.996 -0.865 0.267
C 1.827 0.280 0.004
N 2.051 1.383 0.273
H -0.634 1.236 -1.109
H -2.094 0.553 -0.396
H -1.127 1.710 0.518
H -0.904 -0.730 1.314
H -0.011 -1.028 -1.500
H 1.431 -1.566 0.976
```

These are the natural (NBO) partial charges, in e, on atoms 1 to 4: atom 1 (C): -0.64, atom 2 (C): -0.03, atom 3 (N): -0.55, atom 4 (C): -0.20

Model Q:
2 unconnected molecules or ions with the total composition C4H6N2. Source: the Open Molecules 2025 dataset; level of theory: ωB97M-V/def2-TZVPD.

Summary:
spin multiplicity	1
E_HOMO	-7.605	eV
LUMO energy	0.8466	eV

The geometry in XYZ format:
```
12
C4H6N2 | the Open Molecules 2025 dataset | ωB97M-V/def2-TZVPD
C 2.061 1.506 -1.338
C 0.883 1.468 -1.529
C -0.396 0.111 0.752
C -2.302 -1.308 0.133
N -1.235 -0.752 0.527
N 0.773 0.059 1.379
H 3.100 1.551 -1.201
H -0.159 1.425 -1.651
H -3.143 -1.413 0.802
H -2.369 -1.721 -0.862
H 1.360 0.871 1.302
H 1.223 -0.813 1.640
```

These are the natural (NBO) partial charges, in e, on atoms 1 to 4: atom 1 (C): -0.27, atom 2 (C): -0.21, atom 3 (C): 0.27, atom 4 (C): -0.21

Which structure wins on stability? model P wins.